a:
This record from OMol25 describes the ion C3H9N2 with charge +1. The level of theory is ωB97M-V/def2-TZVPD.

LUMO level   -3.96 eV
2S+1   1
SMILES   C/C([NH3+])=C\N
Total charge   +1
HOMO-LUMO gap   9.1034 eV

Each line ends with the natural charge from an NBO analysis.
Element x y z (Å)
C 0.892 -1.169 -0.246  -0.695
C -0.180 -0.298 0.230  0.035
N -0.424 -0.131 1.657  -0.700
C -0.827 0.558 -0.658  0.047
N 0.022 1.221 -1.510  -0.820
H 0.761 -2.254 0.025  0.244
H 1.900 -0.889 -0.159  0.240
H 0.828 -1.131 -1.390  0.281
H 0.462 0.002 2.103  0.443
H -0.836 -1.077 2.127  0.448
H -1.033 0.707 1.984  0.469
H -1.857 1.065 -0.664  0.206
H 0.599 1.941 -1.071  0.407
H -0.308 1.456 -2.427  0.396



b:
This record from OMol25 describes the ion C3H9N2 with charge +1. The level of theory is ωB97M-V/def2-TZVPD.

LUMO level   -3.71 eV
2S+1   1
SMILES   N[C@@H]1C[C@H]1[NH3+]
Total charge   +1
HOMO-LUMO gap   9.1634 eV

Each line ends with the natural charge from an NBO analysis.
Element x y z (Å)
N 1.548 1.498 -0.215  -0.797
C 0.467 0.834 0.317  0.030
C 0.586 -0.541 0.882  -0.443
C -0.191 -0.530 -0.413  -0.185
N -1.647 -0.770 -0.332  -0.664
H 2.306 0.926 -0.554  0.386
H 1.351 2.282 -0.818  0.396
H -0.298 1.489 0.713  0.213
H 1.564 -1.001 0.851  0.255
H 0.058 -0.777 1.794  0.237
H 0.262 -0.925 -1.306  0.238
H -1.852 -1.781 -0.320  0.443
H -2.136 -0.346 -1.132  0.449
H -2.019 -0.359 0.534  0.443



Most stable pick: b. Distance to second place: 0.0447 hartree.



a:
This record from OMol25 describes the molecule C3H5NOS. The level of theory is ωB97M-V/def2-TZVPD.

LUMO level   0.68 eV
2S+1   1
SMILES   S/N=C\[C@@H]1CO1
HOMO-LUMO gap   9.7440 eV

Each line ends with the natural charge from an NBO analysis.
Element x y z (Å)
S -2.419 -0.470 -0.203  0.178
N -1.577 0.943 0.127  -0.527
C -0.289 0.878 0.059  0.034
C 0.433 -0.106 -0.349  -0.075
C 1.475 -0.725 0.384  -0.072
O 1.837 0.263 -0.590  -0.481
H -3.509 0.239 0.029  0.127
H 0.497 1.804 0.036  0.221
H 0.150 -0.749 -1.240  0.225
H 1.825 -1.684 0.296  0.194
H 1.578 -0.391 1.451  0.177



b:
This record from OMol25 describes a cluster of 2 separate species, C3H5NOS in total. The level of theory is ωB97M-V/def2-TZVPD.

LUMO level   0.83 eV
2S+1   1
HOMO-LUMO gap   9.0240 eV

Each line ends with the natural charge from an NBO analysis.
Element x y z (Å)
C -0.716 1.370 1.178  -0.005
C -1.725 -1.362 -1.398  0.114
C 1.267 -0.171 0.802  -0.305
N -0.765 -0.734 -1.575  -0.360
O 0.016 0.339 1.515  -0.503
S -0.568 2.048 -0.304  0.105
H 0.345 1.321 -0.987  0.094
H -2.486 -2.065 -1.098  0.243
H 1.875 -0.911 1.367  0.213
H 1.755 0.807 0.662  0.194
H 1.003 -0.641 -0.162  0.211



c:
This record from OMol25 describes the molecule C3H5NOS. The level of theory is ωB97M-V/def2-TZVPD.

LUMO level   0.70 eV
2S+1   1
SMILES   O[C@@H]1CNC1=S
HOMO-LUMO gap   9.3209 eV

Each line ends with the natural charge from an NBO analysis.
Element x y z (Å)
O 0.466 1.763 -0.361  -0.696
C 0.220 0.629 0.408  0.031
C 0.974 -0.638 -0.051  -0.220
N -0.358 -1.249 -0.208  -0.562
C -1.059 -0.137 0.061  0.094
S -2.637 0.281 -0.050  -0.140
H -0.354 2.274 -0.359  0.488
H 0.312 0.838 1.492  0.182
H 1.618 -1.131 0.680  0.199
H 1.493 -0.483 -1.014  0.210
H -0.675 -2.147 -0.598  0.414



Most stable pick: c. Distance to second place: 0.1132 hartree.



a:
This record from OMol25 describes the molecule C3H5NOS. The level of theory is ωB97M-V/def2-TZVPD.

LUMO level   0.50 eV
2S+1   1
SMILES   CN1CSC1=O
HOMO-LUMO gap   10.0044 eV

Each line ends with the natural charge from an NBO analysis.
Element x y z (Å)
C 0.388 -0.617 0.693  -0.419
N -0.773 0.090 0.408  -0.493
C -1.141 0.922 -0.702  -0.254
S -2.841 1.274 0.156  0.067
C -1.894 0.037 1.138  0.606
O -2.216 -0.578 2.082  -0.570
H 0.398 -0.892 1.770  0.240
H 0.602 -1.598 0.139  0.199
H 1.396 0.030 0.509  0.202
H -0.635 1.957 -0.851  0.220
H -1.385 0.363 -1.555  0.203



b:
This record from OMol25 describes a cluster of 2 separate species, C3H5NOS in total. The level of theory is ωB97M-V/def2-TZVPD.

LUMO level   0.45 eV
2S+1   1
SMILES   O/C=[NH+]/[S-].C#C
HOMO-LUMO gap   7.7009 eV

Each line ends with the natural charge from an NBO analysis.
Element x y z (Å)
O -0.144 -1.238 0.201  -0.691
C 0.973 -1.039 -0.471  0.433
N 1.717 -0.003 -0.412  -0.629
S 3.146 0.212 -1.129  -0.264
H -0.691 -0.623 0.685  0.523
H 1.141 -1.873 -1.159  0.196
H 1.597 0.633 0.443  0.414
C -2.088 0.939 -0.131  -0.195
C -1.949 0.968 1.066  -0.273
H -2.045 1.319 -1.126  0.252
H -1.658 0.705 2.033  0.235



Most stable pick: a. Distance to second place: 0.1319 hartree.



a:
This record from OMol25 describes the molecule C3H5NOS. The level of theory is ωB97M-V/def2-TZVPD.

LUMO level   -0.69 eV
2S+1   1
SMILES   CN(C=O)C=S
HOMO-LUMO gap   7.6085 eV

Each line ends with the natural charge from an NBO analysis.
Element x y z (Å)
C 1.694 0.419 -1.587  -0.433
N 0.341 0.105 -0.861  -0.473
C 0.385 -1.217 -0.440  0.512
O -0.451 -1.792 0.214  -0.507
C -0.144 1.160 0.037  -0.070
S -1.117 0.606 1.410  -0.013
H 1.683 1.182 -2.504  0.228
H 2.315 0.804 -0.741  0.205
H 2.118 -0.533 -1.993  0.221
H 1.063 -1.868 -1.076  0.118
H 0.310 2.142 0.007  0.212



b:
This record from OMol25 describes the molecule C3H5NOS. The level of theory is ωB97M-V/def2-TZVPD.

LUMO level   0.47 eV
2S+1   1
SMILES   N#C[C@@H](O)CS
HOMO-LUMO gap   10.1108 eV

Each line ends with the natural charge from an NBO analysis.
Element x y z (Å)
N 2.178 -1.702 -0.123  -0.286
C 1.569 -0.721 0.057  0.227
C 0.668 0.430 0.406  0.012
O 1.366 1.626 0.088  -0.700
C -0.668 0.557 -0.523  -0.505
S -2.157 -0.409 0.029  -0.038
H 0.297 0.378 1.425  0.222
H 2.068 1.446 -0.588  0.490
H -0.500 0.299 -1.569  0.228
H -0.825 1.600 -0.539  0.226
H -2.124 0.126 1.310  0.123



c:
This record from OMol25 describes the molecule C3H5NOS. The level of theory is ωB97M-V/def2-TZVPD.

LUMO level   -1.03 eV
2S+1   1
SMILES   CO/N=C/C=S
HOMO-LUMO gap   7.9520 eV

Each line ends with the natural charge from an NBO analysis.
Element x y z (Å)
C -1.897 -0.222 -1.231  -0.249
O -0.677 0.580 -0.913  -0.390
N 0.180 -0.210 -0.151  -0.074
C 0.937 0.513 0.642  -0.060
C 1.845 -0.229 1.471  -0.292
S 3.294 0.401 1.893  0.057
H -1.985 -0.233 -2.277  0.187
H -2.738 0.256 -0.788  0.188
H -1.683 -1.225 -0.824  0.206
H 1.110 1.607 0.486  0.213
H 1.613 -1.236 1.692  0.212



Most stable pick: b. Distance to second place: 0.0422 hartree.



a:
This record from OMol25 describes the molecule C3H5NOS. The level of theory is ωB97M-V/def2-TZVPD.

LUMO level   0.22 eV
2S+1   1
SMILES   N/C=C/C(O)=S
HOMO-LUMO gap   8.4932 eV

Each line ends with the natural charge from an NBO analysis.
Element x y z (Å)
N -0.855 1.755 2.263  -0.789
C -0.911 0.938 1.158  0.079
C 0.108 0.178 0.730  -0.433
C 0.116 -0.511 -0.540  0.213
O -1.132 -0.902 -1.004  -0.667
S 1.464 -0.827 -1.427  -0.090
H -1.635 2.248 2.622  0.400
H -0.007 1.732 2.823  0.393
H -1.838 1.082 0.561  0.194
H 1.028 0.240 1.266  0.227
H -1.810 -0.763 -0.335  0.473



b:
This record from OMol25 describes the molecule C3H5NOS. The level of theory is ωB97M-V/def2-TZVPD.

LUMO level   0.24 eV
2S+1   1
SMILES   C=CN(O)C=S
HOMO-LUMO gap   8.6343 eV

Each line ends with the natural charge from an NBO analysis.
Element x y z (Å)
C -2.461 0.048 0.620  -0.434
C -1.283 0.266 0.003  -0.044
N 0.066 -0.178 0.526  -0.122
O 0.103 -0.748 1.880  -0.546
C 1.196 0.013 -0.018  -0.067
S 1.250 0.296 -1.644  -0.194
H -2.742 -0.317 1.565  0.206
H -3.475 0.424 0.139  0.226
H -1.273 0.894 -0.897  0.260
H -0.602 -0.183 2.520  0.479
H 2.087 -0.291 0.629  0.236



c:
This record from OMol25 describes the molecule C3H5NOS. The level of theory is ωB97M-V/def2-TZVPD.

LUMO level (spin up / spin down)   -0.66 / -0.66 eV
2S+1   1
HOMO-LUMO gap (spin up / spin down)   8.0610 / 8.0604 eV

Each line ends with the natural charge from an NBO analysis.
Element x y z (Å)
C -1.060 0.655 -0.224  -0.222
C 0.128 1.101 0.193  -0.105
C -1.139 -0.916 -0.337  -0.107
N 1.100 0.148 0.494  -0.393
O 0.026 -1.427 0.086  -0.471
S 2.484 -0.026 -0.316  0.371
H -1.818 1.423 -0.220  0.219
H 0.186 2.098 0.522  0.241
H -1.830 -1.282 0.450  0.174
H -1.520 -1.321 -1.302  0.179
H 3.443 -0.454 0.655  0.114



Most stable pick: a. Distance to second place: 0.1192 hartree.



a:
This record from OMol25 describes the molecule C3H5NOS. The level of theory is ωB97M-V/def2-TZVPD.

LUMO level   -0.09 eV
2S+1   1
SMILES   C=NSC(C)=O
HOMO-LUMO gap   9.3930 eV

Each line ends with the natural charge from an NBO analysis.
Element x y z (Å)
C 2.408 -0.139 -0.358  -0.073
N 1.205 0.047 0.355  -0.551
S 0.404 1.652 0.171  0.346
C -1.332 0.904 0.045  0.433
C -1.647 -0.621 0.287  -0.711
O -2.334 1.616 -0.126  -0.551
H 3.087 0.575 -1.048  0.174
H 2.998 -1.070 -0.501  0.197
H -2.678 -0.978 0.255  0.248
H -0.983 -1.245 -0.481  0.240
H -1.129 -0.742 1.401  0.248



b:
This record from OMol25 describes the molecule C3H5NOS. The level of theory is ωB97M-V/def2-TZVPD.

LUMO level   0.71 eV
2S+1   1
SMILES   O=CCNC=S
HOMO-LUMO gap   9.2684 eV

Each line ends with the natural charge from an NBO analysis.
Element x y z (Å)
O 2.334 0.509 0.070  -0.523
C 1.736 -0.516 -0.044  0.445
C 0.244 -0.614 0.028  -0.346
N -0.330 0.669 0.004  -0.568
C -1.660 0.859 -0.055  -0.066
S -2.837 -0.269 0.030  -0.161
H 2.274 -1.494 -0.165  0.121
H -0.129 -1.212 -0.809  0.236
H -0.008 -1.183 0.951  0.239
H 0.373 1.396 -0.041  0.425
H -1.997 1.854 0.032  0.198



Most stable pick: b. Distance to second place: 0.0989 hartree.



a:
This record from OMol25 describes a structure of composition C3H5NOS. The level of theory is ωB97M-V/def2-TZVPD.

LUMO level   0.88 eV
2S+1   1
HOMO-LUMO gap   9.2433 eV

Each line ends with the natural charge from an NBO analysis.
Element x y z (Å)
C 1.743 -0.477 0.042  -0.663
C 0.256 -0.453 0.007  0.539
C -1.648 0.915 -0.033  -0.208
H 2.074 0.066 0.911  0.234
H 2.104 -1.455 -0.022  0.236
H 2.214 0.095 -0.803  0.234
H -1.988 1.464 -0.908  0.198
H -1.948 1.367 0.917  0.195
N -0.482 -1.461 -0.111  -0.577
O -0.213 0.823 -0.032  -0.501
S -2.113 -0.884 0.032  0.313



b:
This record from OMol25 describes the molecule C3H5NOS. The level of theory is ωB97M-V/def2-TZVPD.

LUMO level   0.71 eV
2S+1   1
SMILES   C#C[S@](C)(=N)=O
HOMO-LUMO gap   10.6758 eV

Each line ends with the natural charge from an NBO analysis.
Element x y z (Å)
C -2.555 0.472 -0.504  -0.164
C -1.551 -0.208 -0.405  -0.369
S 0.029 -1.052 -0.262  1.996
C 0.682 0.250 0.848  -0.822
N 0.805 -1.181 -1.587  -1.114
O -0.212 -2.169 0.582  -0.924
H -3.418 1.087 -0.421  0.244
H 1.787 0.161 0.817  0.257
H 0.400 1.300 0.502  0.251
H 0.085 0.050 1.733  0.254
H 0.174 -1.463 -2.351  0.391



Most stable pick: a. Distance to second place: 0.1368 hartree.